The following is a quantum chemistry calculation of a cluster of 12 separate species, C32H94N6O16 in total at a distorted geometry, from OMol25.

structure (SMILES): COC[C@H](C)N.COC[C@H](C)N.COC[C@H](C)N.COC[C@H](C)N.COC[C@H](C)N.COC[C@H](C)N.OCCO.OCCO.OCCO.OCCO.O.O
frontier orbital gap: 8.72 eV
F_max: 5.181 eV Å⁻¹
energy above the lowest of the compared OMol25 structures with the same formula, charge and spin: 0.0 kJ/mol

```
148
Properties=species:S:1:pos:R:3:forces:R:3
C -1.31885 -8.07682 32.39145 0.25 -0.60 0.02
O -0.12960 -7.59146 32.97196 -0.28 0.28 0.23
C 0.93692 -7.54143 32.06394 0.82 -0.10 0.24
C 2.14050 -6.86872 32.74436 -0.45 0.75 0.87
C 2.66391 -5.63353 32.01208 -0.55 -0.73 -1.03
N 3.25075 -7.77711 33.02761 0.39 -0.58 -0.35
H -1.76179 -7.34315 31.71031 -0.03 -0.08 -0.08
H -2.02112 -8.34225 33.17697 -0.02 0.31 0.11
H -1.10804 -9.02389 31.87711 -0.15 0.15 -0.28
H 1.25127 -8.57021 31.82434 -0.29 0.08 -0.42
H 0.66508 -6.98449 31.15609 -0.10 -0.20 -0.06
H 1.74216 -6.55380 33.71772 0.01 0.05 -0.11
H 1.93359 -4.86009 31.76450 -0.21 -0.01 0.67
H 2.91524 -6.00875 31.00858 0.74 0.26 0.17
H 3.50123 -5.21455 32.56069 0.18 0.13 -0.25
H 3.16116 -8.67084 32.55527 -0.24 0.05 0.12
H 4.14113 -7.42034 32.69821 -0.12 0.24 0.10
C -3.90075 -2.76937 28.27365 0.89 0.38 -1.14
O -3.98672 -2.40212 29.61834 0.05 0.32 0.17
C -4.78914 -3.29409 30.36728 0.50 0.20 -0.29
C -5.01446 -2.68507 31.73328 -0.19 -0.31 0.14
C -5.79653 -3.63319 32.63108 0.34 -0.26 0.28
N -5.70458 -1.38857 31.63728 0.35 0.07 -0.41
H -4.86129 -2.67654 27.74933 1.82 0.51 0.72
H -3.48945 -3.77264 28.07772 -0.30 -0.19 0.48
H -3.18595 -2.11476 27.76541 -0.05 0.28 0.27
H -5.76560 -3.41321 29.87037 0.10 -0.33 0.05
H -4.20992 -4.22687 30.40057 -0.54 -0.31 0.22
H -4.03116 -2.55588 32.19570 -0.06 0.36 -0.07
H -5.29418 -4.59938 32.75459 0.02 0.03 -0.36
H -6.80124 -3.82116 32.24688 -0.06 0.12 0.15
H -5.81844 -3.23270 33.64452 -0.42 0.21 -0.10
H -5.09942 -0.76471 31.10310 0.07 -0.02 0.28
H -6.49291 -1.48917 30.99508 -0.12 -0.18 0.33
C -6.21586 -2.03515 22.80126 0.01 -0.09 0.06
O -6.74419 -2.21541 24.08934 -0.11 0.04 0.24
C -6.34747 -3.44678 24.64373 -2.27 -0.43 1.93
C -7.16871 -3.75382 25.87790 -1.06 0.44 0.60
C -6.73022 -2.92333 27.08258 -0.86 -0.36 0.56
N -7.11921 -5.15311 26.29500 1.04 -0.80 0.41
H -6.70926 -2.72076 22.10165 0.02 -0.01 -0.12
H -5.13856 -2.23787 22.79769 -0.23 0.29 -0.09
H -6.41464 -1.01089 22.50012 0.05 0.08 -0.07
H -6.47738 -4.30276 23.96482 0.25 0.26 -0.35
H -5.29468 -3.39587 24.96629 -4.77 -1.01 1.76
H -8.22052 -3.47514 25.74847 -0.02 -0.18 -0.58
H -7.50831 -2.89909 27.85632 -0.13 -0.23 -0.15
H -6.54902 -1.86726 26.87742 0.30 -0.09 -0.36
H -5.86979 -3.38568 27.58002 -1.41 -0.32 -0.78
H -6.18191 -5.32478 26.67383 -0.33 0.41 0.12
H -7.11811 -5.84704 25.54350 -0.76 0.64 -0.36
C -3.84260 -3.86660 24.12250 3.15 0.61 -0.05
O -3.26641 -3.39515 22.91073 0.14 -0.03 0.21
C -3.46877 -4.23882 21.80138 0.24 0.04 0.07
C -3.28719 -3.45235 20.52958 -0.25 -0.18 -1.49
C -1.92743 -2.76785 20.40335 0.10 -0.51 0.84
N -4.41598 -2.52421 20.18437 -0.07 -0.77 1.26
H -4.54712 -3.11497 24.50086 3.92 0.19 -2.60
H -3.12266 -3.88055 24.95939 0.57 -0.24 -0.43
H -4.22220 -4.88360 24.03165 -0.59 0.24 0.02
H -2.72278 -5.04924 21.81922 -0.17 -0.13 0.02
H -4.48088 -4.66587 21.80049 0.08 -0.11 0.17
H -3.32394 -4.21610 19.73927 0.05 0.07 0.03
H -1.54849 -2.47838 21.38678 -0.28 0.55 -0.09
H -2.03222 -1.92958 19.72541 0.32 0.08 -0.04
H -1.17123 -3.48849 20.07928 -0.13 0.10 -0.44
H -5.17072 -3.13245 19.86170 0.14 0.19 -0.27
H -4.79999 -2.23460 21.09252 0.43 0.42 -0.67
C -6.48589 -10.54456 26.90662 0.35 0.20 0.18
O -7.04709 -10.15813 25.67741 -0.18 -0.24 -0.31
C -7.49128 -8.83973 25.57306 0.13 0.36 1.03
C -8.23932 -8.61683 24.28092 0.58 -0.01 -0.26
C -7.33127 -8.96014 23.10969 0.37 -0.67 0.00
N -8.56878 -7.17866 24.25360 -0.92 -0.39 -0.48
H -7.26334 -10.76190 27.65049 0.03 0.00 -0.02
H -5.79039 -9.79917 27.32282 -0.25 0.07 -0.16
H -5.88128 -11.43291 26.72705 -0.20 -0.12 0.02
H -8.11839 -8.54302 26.43740 -0.07 -0.24 -0.11
H -6.64900 -8.12399 25.62598 -0.37 -0.56 0.12
H -9.08536 -9.31517 24.24186 -0.20 0.29 0.15
H -6.85561 -9.92092 23.32371 -0.17 -0.10 -0.02
H -6.51188 -8.23947 23.04925 -0.84 -0.08 -0.44
H -7.87355 -9.09361 22.17478 -0.06 0.31 -0.08
H -9.42911 -7.01265 24.77457 0.21 0.02 0.19
H -8.84050 -6.94828 23.29842 0.26 0.10 0.07
C -0.36545 -5.24768 26.81190 0.03 0.76 -0.62
O -1.43392 -6.09712 26.46961 -0.64 -0.54 -0.36
C -1.07371 -7.32939 25.80312 -0.04 0.56 1.36
C -0.61837 -7.19814 24.38287 1.96 -0.14 -1.50
C -0.71903 -8.53569 23.65192 -1.52 0.03 0.09
N 0.81775 -6.80708 24.33879 -0.07 0.07 0.61
H -0.71926 -4.50801 27.53027 -0.10 -0.28 0.21
H -0.06270 -4.65128 25.93848 0.13 -0.15 0.07
H 0.50668 -5.77870 27.19413 -0.05 -0.18 0.11
H -0.31286 -7.72827 26.48887 0.31 -0.47 -0.75
H -1.92194 -8.01624 25.85622 -0.28 0.39 0.01
H -1.16953 -6.48212 23.76022 -0.61 0.06 0.66
H -1.78334 -8.81433 23.62920 0.17 -0.10 0.23
H -0.18621 -9.34066 24.15267 0.30 0.05 -0.16
H -0.49139 -8.43841 22.59086 0.62 -0.02 0.12
H 0.94555 -5.84224 24.61451 0.05 -0.02 -0.06
H 1.24288 -6.91815 23.42888 -0.25 -0.07 -0.13
O -2.99347 -12.54626 28.40441 -0.09 0.56 0.03
C -2.25581 -11.32753 28.54384 0.12 -0.79 0.29
C -2.46470 -10.42809 27.36034 0.45 -0.17 0.52
O -2.04477 -11.11038 26.18841 -0.17 0.58 -0.70
H -3.05240 -12.98107 29.25904 0.02 0.07 0.06
H -2.44905 -10.79698 29.48306 -0.28 -0.09 -0.08
H -1.18012 -11.58191 28.53507 -0.10 0.11 0.12
H -1.86343 -9.54658 27.63027 0.03 0.12 -0.56
H -3.48053 -10.08383 27.18944 -0.15 -0.28 0.15
H -1.08849 -11.21240 26.18371 -0.01 -0.02 0.13
O -4.19119 -5.93221 26.65034 -0.84 0.44 0.11
C -4.59076 -7.11776 27.29231 1.53 -1.00 0.04
C -4.07572 -7.23423 28.72968 -1.67 -0.09 -0.03
O -4.50285 -8.52063 29.23415 0.88 0.23 -0.21
H -3.26102 -5.96308 26.38329 0.17 -0.12 0.26
H -5.67608 -7.25275 27.30811 0.04 0.45 -0.11
H -4.16315 -7.99001 26.76938 -0.29 0.07 -0.15
H -4.61815 -6.47816 29.31164 0.61 0.23 0.13
H -2.99704 -7.11726 28.77434 0.05 -0.15 0.20
H -5.46462 -8.44885 29.24854 -0.29 0.09 0.18
O -10.01525 -8.07398 29.05228 0.60 0.23 -0.49
C -9.23673 -6.88938 28.82173 -2.20 1.50 -0.56
C -8.15582 -6.76478 29.79166 1.10 -0.19 0.53
O -7.17826 -7.77605 29.54371 0.17 -0.39 0.19
H -10.31748 -8.31641 28.17139 -0.24 -0.35 0.24
H -8.95901 -6.76866 27.77206 0.67 -0.42 0.11
H -9.86274 -5.98792 28.96213 -0.21 -0.27 0.18
H -8.52318 -6.84445 30.82059 -0.14 -0.14 -0.07
H -7.68255 -5.78630 29.71951 0.19 -0.07 -0.26
H -7.67919 -8.60393 29.50578 0.05 0.05 0.01
O -5.29657 -10.77274 34.47519 -0.31 -0.03 -0.06
C -5.11271 -9.41281 34.07821 0.91 -0.29 0.85
C -5.38063 -9.30756 32.61920 -0.85 0.32 -0.43
O -4.29568 -9.81510 31.86381 -0.39 0.17 -0.14
H -5.39308 -10.81760 35.42927 0.07 0.05 0.02
H -5.73293 -8.73501 34.67187 -0.21 -0.04 -0.20
H -4.06327 -9.15665 34.28133 -0.10 0.23 -0.13
H -5.61380 -8.27357 32.32461 0.35 0.07 0.21
H -6.33403 -9.83662 32.44429 0.32 -0.26 -0.18
H -4.40218 -9.42604 30.98022 0.37 -0.12 -0.04
O -4.23134 -9.59897 24.40775 0.29 -0.10 -0.19
H -3.58431 -10.28956 24.61540 0.07 0.03 0.19
H -4.39062 -9.70155 23.46196 -0.10 -0.26 0.08
O -5.37883 -7.02925 23.98619 0.63 0.83 -0.28
H -5.63066 -7.33693 24.86289 0.34 0.16 -0.15
H -4.84312 -7.74903 23.63941 0.26 0.16 0.35
```
Positions in Å, forces in eV/Å.

Atom charges from the Löwdin analysis, given in e for atoms 1 to 8:
1 C -0.102
2 O -0.182
3 C -0.211
4 C -0.429
5 C -0.072
6 N 0.028
7 H 0.087
8 H 0.072